1.
DFT (wB97M-V/def2-TZVPD) results for a 4-piece molecular cluster, C33H48BIN2O19PS7 overall in a non-equilibrium geometry.

The geometry in XYZ format:
```
112
C33H48BIN2O19PS7 (wB97M-V/def2-TZVPD)
C -2.93 2.42 -1.93
C -2.85 1.37 -0.93
B -1.95 0.01 -1.14
C -2.97 -0.98 -1.98
C -3.58 -2.21 -1.14
C -4.31 -1.79 0.22
S -5.00 -3.38 0.99
O -6.52 -3.46 0.84
O -4.44 -4.63 0.37
O -4.54 -3.44 2.64
O -1.41 -0.43 0.16
C 0.04 -0.68 0.24
C 0.50 -0.16 1.70
C 2.05 -0.55 1.92
C 3.04 0.69 2.20
S 4.56 0.74 1.15
C 5.51 -0.84 1.25
S 4.90 -2.37 1.52
N 7.01 -0.72 1.02
C 7.67 -1.97 1.51
C 8.11 -3.15 0.56
C 8.77 -4.46 1.16
C 9.00 -4.62 2.71
C 8.60 -3.42 3.64
C 7.96 -2.13 3.06
C 7.23 -0.53 -0.44
C 8.40 0.37 -1.03
C 8.60 0.60 -2.57
C 7.67 -0.07 -3.63
C 6.51 -0.98 -3.08
C 6.29 -1.19 -1.54
C 0.08 -2.28 0.24
O -0.28 -2.91 -1.02
N -0.16 -4.25 -0.78
O -0.71 -4.87 -1.65
C 0.48 0.17 -1.08
C 1.94 -0.02 -1.72
C 2.31 -1.50 -2.21
C 1.45 -1.99 -3.52
I 1.94 -4.14 -3.74
P 0.50 2.06 -0.67
S 0.51 3.18 -2.27
O -0.69 0.11 -1.94
H -2.37 3.40 -1.76
H -3.52 2.30 -2.91
H -3.45 1.49 0.06
H -2.52 -1.38 -2.98
H -3.88 -0.33 -2.31
H -4.39 -2.69 -1.82
H -2.84 -3.05 -0.90
H -5.24 -1.13 0.05
H -3.64 -1.35 1.03
H -3.68 -3.93 2.61
H 0.23 0.93 1.92
H -0.11 -0.79 2.46
H 2.15 -1.35 2.75
H 2.44 -1.06 0.96
H 2.45 1.69 2.10
H 3.35 0.63 3.32
H 7.95 -3.11 -0.56
H 9.05 -5.32 0.43
H 9.45 -5.61 3.11
H 8.80 -3.52 4.76
H 7.64 -1.27 3.76
H 9.13 0.92 -0.33
H 9.43 1.29 -2.97
H 7.77 0.08 -4.76
H 5.83 -1.47 -3.89
H 5.39 -1.86 -1.25
H -0.69 -2.66 1.03
H 1.09 -2.74 0.57
H 1.98 0.66 -2.66
H 2.70 0.43 -0.99
H 2.32 -2.30 -1.37
H 3.41 -1.46 -2.59
H 1.93 -1.48 -4.42
H 0.33 -1.80 -3.40
H -0.55 2.38 0.26
H 1.74 2.26 0.07
C -7.65 5.81 -2.15
C -7.79 4.53 -2.97
O -6.46 4.04 -3.14
S -5.59 4.43 -1.82
O -5.57 3.30 -0.95
O -4.40 5.10 -2.26
O -6.61 5.53 -1.21
H -7.32 6.64 -2.78
H -8.57 6.08 -1.64
H -8.26 4.71 -3.94
H -8.37 3.78 -2.43
C -1.30 7.25 -1.48
C -0.55 7.31 -2.80
O -0.03 8.64 -2.87
S 0.31 9.15 -1.37
O 1.71 8.96 -1.13
O -0.35 10.41 -1.16
O -0.51 8.01 -0.56
H -2.28 7.72 -1.56
H -1.41 6.22 -1.13
H -1.19 7.11 -3.66
H 0.30 6.62 -2.81
C -7.11 -5.59 6.52
C -7.37 -4.22 7.16
O -6.62 -3.30 6.37
S -6.58 -3.83 4.83
O -7.60 -3.15 4.09
O -5.21 -3.87 4.40
O -7.08 -5.35 5.12
H -6.14 -5.98 6.83
H -7.89 -6.31 6.77
H -7.06 -4.18 8.20
H -8.43 -3.95 7.08
```

total charge	-1
HOMO	-3.448	eV
Kohn-Sham gap	0.1587	Eh

2.
DFT (wB97M-V/def2-TZVPD) results for a 8-piece molecular cluster, C33H48BrFNO23 overall.

The geometry in XYZ format:
```
107
C33H48BrFNO23 (wB97M-V/def2-TZVPD)
C -3.68 0.98 6.44
C -2.97 0.46 5.45
C -3.16 0.69 3.96
N -4.51 0.65 3.42
C -5.36 1.79 3.73
C -6.28 2.23 2.59
C -7.29 3.24 3.19
C -5.48 2.85 1.44
C -5.17 -0.63 3.23
Br -4.26 -2.11 4.20
C -5.16 -1.04 1.76
C -3.78 -1.22 1.09
C -3.30 -0.10 0.19
F -2.79 0.99 0.89
C -6.66 -0.63 3.82
O -6.74 -0.49 5.04
O -7.56 -0.76 2.94
H -3.52 0.64 7.45
H -4.48 1.68 6.28
H -2.14 -0.18 5.71
H -2.75 1.67 3.69
H -2.53 -0.02 3.43
H -5.94 1.65 4.65
H -4.68 2.64 3.92
H -6.87 1.38 2.25
H -7.44 4.10 2.53
H -6.93 3.64 4.14
H -8.25 2.77 3.39
H -6.11 3.55 0.88
H -5.15 2.10 0.72
H -4.62 3.40 1.81
H -5.75 -0.31 1.21
H -5.69 -1.99 1.70
H -3.84 -2.09 0.43
H -2.99 -1.43 1.81
H -4.10 0.27 -0.46
H -2.49 -0.46 -0.44
C -0.50 0.57 -3.95
C -1.84 1.26 -4.07
O -2.75 0.15 -4.04
C -2.14 -0.89 -3.42
O -2.68 -1.90 -3.10
O -0.83 -0.62 -3.23
H 0.24 1.15 -3.42
H -0.09 0.28 -4.92
H -2.05 1.91 -3.22
H -1.97 1.81 -5.00
C 3.74 0.45 -1.12
C 2.74 1.56 -0.89
O 2.58 2.09 -2.22
C 2.92 1.13 -3.11
O 2.72 1.20 -4.28
O 3.48 0.08 -2.48
H 3.59 -0.41 -0.47
H 4.78 0.78 -1.04
H 1.77 1.19 -0.55
H 3.08 2.34 -0.21
C 0.06 1.82 5.11
C 0.85 3.09 4.83
O 1.64 2.71 3.69
C 1.01 1.68 3.07
O 1.32 1.26 2.00
O 0.00 1.21 3.82
H -0.94 1.99 5.49
H 0.59 1.14 5.79
H 0.20 3.92 4.54
H 1.49 3.40 5.65
C -1.19 -5.42 4.13
C -0.69 -5.13 2.72
O -0.74 -3.71 2.68
C -0.68 -3.23 3.94
O -0.55 -2.08 4.23
O -0.80 -4.24 4.83
H -0.74 -6.29 4.59
H -2.28 -5.51 4.17
H 0.35 -5.45 2.58
H -1.31 -5.54 1.94
C 6.68 4.18 -4.53
C 5.99 3.90 -3.21
O 7.11 3.75 -2.32
C 8.16 4.41 -2.84
O 9.18 4.61 -2.26
O 7.91 4.80 -4.10
H 6.13 4.85 -5.18
H 6.91 3.26 -5.07
H 5.38 4.74 -2.86
H 5.39 3.00 -3.23
C 6.03 -1.43 -4.46
C 6.90 -1.49 -5.70
O 6.53 -0.29 -6.39
C 6.01 0.58 -5.49
O 5.75 1.72 -5.72
O 5.84 -0.02 -4.30
H 6.50 -1.85 -3.58
H 5.06 -1.89 -4.60
H 7.97 -1.43 -5.47
H 6.72 -2.35 -6.33
C 2.66 -5.83 -4.22
C 3.14 -5.28 -5.55
O 4.09 -4.29 -5.14
C 4.53 -4.61 -3.90
O 5.42 -4.06 -3.34
O 3.80 -5.61 -3.38
H 2.41 -6.89 -4.24
H 1.81 -5.27 -3.82
H 3.66 -6.04 -6.15
H 2.36 -4.82 -6.15
```

ΔE to the lowest compared entry with this formula, charge and spin	0.000	eV
total charge	-1
HOMO	-4.509	eV
Kohn-Sham gap	0.2166	Eh

3.
DFT (wB97M-V/def2-TZVPD) results for C33H48CsN4O5S3 as an isolated structure.

The geometry in XYZ format:
```
94
C33H48CsN4O5S3 (wB97M-V/def2-TZVPD)
Cs -2.02 -0.40 0.59
C 0.25 3.70 -1.84
C 1.10 3.72 -0.57
C 2.58 3.49 -0.90
C 3.06 2.31 -1.77
C 4.59 2.27 -1.65
C 2.73 2.51 -3.26
N 2.50 1.07 -1.22
C 2.91 -0.15 -1.90
C 2.04 -1.33 -1.51
N 1.88 -1.57 -0.08
C 0.81 -2.54 0.13
C 0.12 -2.46 1.50
O 0.72 -1.86 2.44
O -1.03 -2.90 1.52
C 3.10 -1.94 0.67
C 4.02 -2.91 -0.08
C 3.90 -0.72 1.15
C 3.29 0.18 2.25
C 4.16 1.43 2.35
C 3.24 -0.53 3.59
N 1.88 0.55 1.85
C 1.20 1.66 2.57
C 1.20 2.96 1.76
N 0.51 2.83 0.48
C -0.93 3.24 0.61
C -1.56 2.94 1.99
O -1.68 3.90 2.77
O -1.83 1.72 2.21
H 0.78 4.21 -2.65
H -0.70 4.20 -1.71
H 0.02 2.68 -2.16
H 1.06 4.75 -0.17
H 3.17 3.47 0.02
H 2.90 4.41 -1.42
H 5.01 3.24 -1.94
H 5.03 1.52 -2.31
H 4.90 2.06 -0.63
H 2.94 3.53 -3.57
H 1.68 2.30 -3.48
H 3.34 1.85 -3.89
H 1.89 0.76 0.84
H 1.48 1.14 -1.23
H 3.96 -0.35 -1.67
H 2.85 -0.07 -3.00
H 2.41 -2.22 -2.05
H 1.04 -1.14 -1.91
H 1.13 -3.57 -0.09
H 0.03 -2.34 -0.61
H 2.74 -2.44 1.56
H 4.54 -2.43 -0.91
H 3.46 -3.75 -0.48
H 4.78 -3.31 0.60
H 4.17 -0.08 0.31
H 4.85 -1.08 1.57
H 5.19 1.14 2.55
H 3.83 2.08 3.16
H 4.14 2.00 1.42
H 4.25 -0.81 3.88
H 2.61 -1.41 3.55
H 2.85 0.13 4.37
H 1.34 -0.36 1.97
H 1.69 1.81 3.53
H 0.17 1.36 2.75
H 2.23 3.28 1.60
H 0.73 3.73 2.39
H -1.49 2.73 -0.19
H -1.00 4.33 0.49
O -2.94 0.73 -1.62
C -4.05 1.29 -2.13
C -5.10 1.48 -1.00
C -5.27 0.66 0.08
C -6.40 0.99 0.87
C -7.09 2.05 0.38
S -6.37 2.65 -1.04
C -3.73 2.62 -2.83
C -3.31 2.77 -4.12
C -2.91 4.10 -4.43
C -3.03 4.94 -3.36
S -3.61 4.11 -1.99
C -4.71 0.35 -3.14
C -5.82 0.48 -3.93
C -6.07 -0.69 -4.70
C -5.15 -1.67 -4.47
S -3.97 -1.18 -3.34
H -4.63 -0.19 0.26
H -6.68 0.47 1.78
H -7.96 2.52 0.82
H -3.30 1.94 -4.81
H -2.55 4.42 -5.40
H -2.82 5.99 -3.33
H -6.42 1.37 -3.95
H -6.90 -0.80 -5.39
H -5.12 -2.64 -4.94
```

ΔE to the lowest compared entry with this formula, charge and spin	0.698	eV
total charge	-1
HOMO	-5.122	eV
Kohn-Sham gap	0.2601	Eh

4.
DFT (wB97M-V/def2-TZVPD) results for C33H49BClI2N8O2PRb as an isolated structure in a non-equilibrium geometry.

The geometry in XYZ format:
```
98
C33H49BClI2N8O2PRb (wB97M-V/def2-TZVPD)
Rb -0.73 3.71 -0.45
C -1.24 1.37 2.65
C -0.19 1.33 1.73
N -0.63 1.08 0.49
N -1.98 0.97 0.59
C -2.36 1.14 1.88
B -3.00 1.02 -0.60
N -2.30 0.88 -1.96
C -2.65 0.02 -2.95
C -1.90 0.33 -4.06
C -1.11 1.42 -3.65
N -1.35 1.74 -2.39
N -3.83 2.34 -0.54
C -4.88 2.61 0.28
C -5.25 3.92 0.07
C -4.35 4.38 -0.90
N -3.50 3.43 -1.26
N -4.02 -0.13 -0.43
C -5.25 -0.20 -0.98
C -5.75 -1.46 -0.74
C -4.72 -2.10 -0.04
N -3.68 -1.30 0.15
H -1.20 1.59 3.70
H 0.86 1.53 1.89
H -3.40 1.11 2.15
H -3.40 -0.74 -2.79
H -1.93 -0.15 -5.03
H -0.38 1.97 -4.21
H -5.30 1.86 0.92
H -6.05 4.45 0.55
H -4.28 5.36 -1.35
H -5.68 0.64 -1.49
H -6.71 -1.85 -1.03
H -4.70 -3.11 0.36
I 3.79 2.76 -0.12
C 3.82 3.78 1.73
I 3.70 2.50 3.41
H 2.92 4.39 1.73
H 4.75 4.34 1.79
Cl -1.97 4.84 2.33
C -0.51 5.91 2.40
C 0.40 5.52 1.22
O 0.30 6.21 0.19
O 1.05 4.46 1.36
H -0.03 5.72 3.36
H -0.87 6.93 2.32
C -1.10 -4.58 -0.22
C -1.47 -3.75 1.00
C -0.40 -2.69 1.32
C 0.41 -2.33 0.06
C -0.54 -2.27 -1.14
C -1.03 -3.69 -1.47
P 1.42 -0.83 0.20
C 2.46 -0.57 -1.29
C 1.82 0.36 -2.33
C 2.78 0.51 -3.50
C 2.98 -0.82 -4.25
C 2.55 -2.02 -3.40
C 3.01 -1.87 -1.96
C 2.59 -0.85 1.60
C 3.59 -2.01 1.45
C 4.66 -1.90 2.55
C 4.05 -1.82 3.97
C 2.52 -1.88 3.94
C 1.95 -0.81 3.02
H -1.82 -5.38 -0.38
H -0.14 -5.07 -0.06
H -1.63 -4.39 1.87
H -2.41 -3.24 0.80
H 0.27 -3.05 2.10
H -0.90 -1.79 1.70
H 1.14 -3.13 -0.11
H -0.09 -1.80 -2.01
H -1.38 -1.64 -0.85
H -0.37 -4.14 -2.22
H -2.02 -3.62 -1.94
H 3.30 -0.03 -0.85
H 1.58 1.34 -1.91
H 0.87 -0.04 -2.68
H 3.74 0.89 -3.13
H 2.41 1.28 -4.19
H 4.04 -0.94 -4.52
H 2.42 -0.82 -5.19
H 2.95 -2.94 -3.82
H 1.46 -2.12 -3.43
H 4.10 -1.83 -1.93
H 2.74 -2.76 -1.39
H 3.15 0.08 1.45
H 4.07 -1.98 0.47
H 3.07 -2.97 1.52
H 5.26 -1.02 2.34
H 5.33 -2.76 2.47
H 4.35 -0.88 4.44
H 4.44 -2.62 4.60
H 2.12 -1.74 4.95
H 2.20 -2.88 3.62
H 2.16 0.17 3.45
H 0.87 -0.89 2.98
```

ΔE to the lowest compared entry with this formula, charge and spin	0.429	eV
multiplicity	2
HOMO (alpha / beta)	-8.622 / -8.674	eV
Kohn-Sham gap (alpha / beta)	0.3169 / 0.2450	Eh